[1]
A cluster of 3 separate species, C20H46ClN4O2P2S in total in a non-equilibrium geometry, computed with wB97M-V/def2-TZVPD.

Geometry as XYZ:
```
76
Properties=species:S:1:pos:R:3:mulliken_charge:R:1
C 0.87 -2.84 2.03 -1.51
C 1.17 -3.21 0.57 0.26
N 0.34 -2.45 -0.39 0.07
C 0.58 -1.07 -0.15 -0.40
N -0.34 -0.36 0.47 -0.03
P -0.38 1.37 0.67 0.21
S -2.17 2.04 0.77 -0.29
N 1.72 -0.66 -0.71 0.63
C 2.61 0.37 -0.20 -0.90
C 2.76 1.58 -1.11 0.79
C 2.83 2.95 -0.47 -1.51
N 2.85 1.38 -2.36 -0.44
C 2.02 -1.50 -1.88 -0.86
P 3.58 -2.57 -1.97 0.52
C 4.07 -2.22 -3.70 -1.47
C 4.99 -1.84 -1.03 -0.93
C 5.60 -0.50 -1.48 -1.19
C 0.75 -2.45 -1.81 0.31
C 0.70 -3.75 -2.60 -1.61
C 1.15 -5.05 -1.94 0.52
C 1.76 -6.00 -2.96 -1.52
Cl -0.26 -5.85 -1.17 -0.17
H 0.85 -3.74 2.63 0.46
H 1.62 -2.18 2.46 0.31
H -0.12 -2.41 2.13 0.30
H 0.91 -4.25 0.46 0.42
H 2.24 -3.12 0.36 -0.08
H -1.13 -0.88 0.82 0.42
H 0.39 1.58 1.81 0.14
H 0.33 1.83 -0.44 0.08
H 3.60 -0.04 -0.02 0.11
H 2.26 0.72 0.77 0.33
H 2.42 2.99 0.53 0.37
H 3.88 3.26 -0.44 0.40
H 2.33 3.66 -1.12 0.44
H 2.95 2.26 -2.86 0.27
H 1.90 -0.92 -2.79 0.61
H 3.40 -2.73 -4.39 0.38
H 3.99 -1.15 -3.89 0.42
H 5.10 -2.51 -3.85 0.43
H 4.71 -1.80 0.02 0.49
H 5.75 -2.62 -1.08 0.60
H 5.03 -0.03 -2.27 0.31
H 5.72 0.18 -0.65 0.34
H 6.60 -0.67 -1.88 0.33
H -0.01 -1.83 -2.28 0.38
H -0.33 -3.88 -2.90 0.65
H 1.26 -3.62 -3.53 0.27
H 1.91 -4.88 -1.19 0.27
H 2.67 -5.54 -3.34 0.32
H 1.06 -6.22 -3.76 0.38
H 2.06 -6.91 -2.46 0.43
C -6.46 1.65 -1.52 -1.16
C -6.68 2.19 -0.12 0.38
C -6.34 3.67 -0.02 -1.13
O -5.92 1.44 0.83 -0.51
H -5.41 1.76 -1.81 0.26
H -6.71 0.59 -1.57 0.32
H -7.07 2.18 -2.25 0.36
H -7.73 2.03 0.17 0.29
H -5.29 3.83 -0.26 0.24
H -6.51 4.03 0.99 0.29
H -6.95 4.26 -0.71 0.38
H -4.99 1.56 0.60 0.24
C -2.91 2.76 5.13 -1.03
C -2.38 4.19 5.25 0.32
C -3.51 5.20 5.23 -1.16
O -1.45 4.46 4.20 -0.53
H -3.43 2.64 4.18 0.19
H -2.08 2.05 5.15 0.27
H -3.60 2.52 5.93 0.38
H -1.82 4.29 6.18 0.29
H -4.06 5.14 4.29 0.26
H -3.12 6.21 5.32 0.32
H -4.22 5.03 6.04 0.37
H -1.93 4.38 3.37 0.33
```

Calculated values
Total energy: -73470.027 eV
HOMO energy: -11.5 eV
Strongest force on any atom: 1.7 eV Å⁻¹
Kohn-Sham gap: 0.303 hartree
Total charge: +1


[2]
A structure of composition C20H46OP4Y in a non-equilibrium geometry, computed with wB97M-V/def2-TZVPD.

Geometry as XYZ:
```
72
Properties=species:S:1:pos:R:3:mulliken_charge:R:1
Y -1.11 0.34 -0.37 0.38
P -2.19 -2.12 0.94 0.79
P 1.20 -0.79 2.50 1.04
P 1.33 -1.71 -0.90 1.09
H -1.60 4.65 -2.74 0.31
C -1.67 3.73 -3.32 -0.51
C -2.47 2.70 -3.01 -0.82
H -3.18 2.78 -2.19 0.50
C -3.69 -1.67 1.91 -1.24
C -1.42 -3.37 2.05 -1.14
C -2.90 -3.22 -0.35 -1.21
C 2.77 0.17 2.41 -1.19
C 0.65 -0.48 4.25 -1.43
C 1.85 -2.52 2.66 -1.11
C 1.12 -1.61 -2.73 -1.54
C 1.49 -3.54 -0.73 -1.39
C 3.14 -1.28 -0.89 -1.56
H -1.09 3.73 -4.25 0.30
H -2.55 1.86 -3.71 0.35
H -4.25 -0.90 1.37 0.42
H -3.40 -1.28 2.89 0.33
H -4.33 -2.56 2.03 0.45
H -1.13 -2.90 2.99 0.24
H -0.52 -3.79 1.58 0.22
H -2.12 -4.19 2.26 0.57
H -3.39 -2.60 -1.12 0.40
H -3.64 -3.91 0.08 0.43
H -2.09 -3.80 -0.84 0.34
H 3.35 -0.02 3.31 0.46
H 2.53 1.25 2.34 0.18
H 3.34 -0.12 1.52 0.27
H 1.33 -0.94 4.98 0.53
H -0.36 -0.92 4.37 0.29
H 0.61 0.60 4.44 0.37
H 2.80 -2.52 3.18 0.45
H 1.98 -2.95 1.66 -0.05
H 1.13 -3.12 3.22 0.49
H 1.75 -2.34 -3.25 0.54
H 1.38 -0.60 -3.08 0.25
H 0.06 -1.80 -2.95 0.45
H 1.71 -3.96 -1.72 0.44
H 0.54 -3.96 -0.37 0.30
H 2.30 -3.84 -0.05 0.52
H 3.55 -1.58 -1.86 0.50
H 3.67 -1.79 -0.08 0.47
H 3.23 -0.19 -0.78 0.35
C 0.37 1.78 -3.01 0.32
C 1.50 2.63 -2.94 -0.55
C 2.45 2.49 -3.95 -0.69
C 2.19 1.70 -5.06 -0.39
C 0.94 1.08 -5.22 -0.70
C -0.02 1.24 -4.27 0.22
O -0.20 1.35 -1.91 -0.12
H 0.64 1.21 -0.09 0.11
H 1.70 3.25 -2.07 0.49
H 3.36 3.10 -3.97 0.51
H 2.93 1.61 -5.83 0.51
H 0.73 0.49 -6.08 0.54
H -1.05 0.91 -4.37 0.25
C -1.97 1.61 3.43 -1.11
P -0.99 1.96 1.90 0.99
C -1.96 3.30 1.07 -1.36
C 0.44 2.89 2.62 -1.39
H -2.65 0.78 3.20 0.15
H -2.51 2.51 3.70 0.47
H -1.30 1.31 4.23 0.40
H -1.76 4.22 1.62 0.50
H -1.65 3.41 0.01 0.34
H -3.03 3.06 1.10 0.39
H 0.77 2.39 3.54 0.43
H 0.13 3.92 2.82 0.53
H 1.24 2.87 1.87 0.31
```

Calculated values
Total energy: -61703.050 eV
HOMO energy (spin up / spin down): -16.4 / -16.4 eV
Strongest force on any atom: 2.5 eV Å⁻¹
Kohn-Sham gap (spin up / spin down): 0.168 / 0.168 hartree
Total charge: +3
Energy above the lowest of the compared OMol25 structures with the same formula, charge and spin: 50.3 kcal/mol


[3]
A cluster of 3 separate species, C20H47ClFNO7PS in total in a non-equilibrium geometry, computed with wB97M-V/def2-TZVPD.

Geometry as XYZ:
```
79
Properties=species:S:1:pos:R:3:mulliken_charge:R:1
C 2.89 2.27 -2.59 -0.35
O 2.30 2.26 -3.94 -0.36
C 1.35 1.15 -4.12 -0.22
C -0.05 1.56 -4.86 -0.59
C -0.94 2.70 -4.08 -0.40
C -2.27 2.08 -3.28 -0.70
C -1.85 1.15 -2.00 0.49
O -1.50 1.82 -0.71 -0.55
P -1.57 0.76 0.68 1.40
C 0.30 0.44 0.22 -0.88
F -1.08 2.23 1.56 -0.44
S -3.57 1.40 1.28 -0.47
C -1.56 -0.06 2.38 -1.62
C -1.68 -1.67 2.48 0.63
C -3.22 -2.27 2.26 -1.14
C -0.53 -2.53 1.64 -0.62
O -2.22 -0.59 -0.26 -0.33
C -2.74 -0.17 -1.60 0.78
N -2.29 -1.24 -2.59 -0.70
Cl -4.60 -0.07 -1.81 -0.24
H 3.91 2.88 -2.55 0.24
H 2.13 2.88 -1.89 0.08
H 3.14 1.20 -2.16 0.25
H 1.90 0.36 -4.83 0.18
H 1.23 0.62 -3.09 0.16
H -0.77 0.67 -5.09 0.29
H 0.24 2.03 -5.91 0.32
H -1.34 3.46 -4.91 0.32
H -0.24 3.31 -3.36 0.18
H -2.94 2.99 -2.91 0.31
H -2.96 1.50 -4.06 0.26
H -0.82 0.68 -2.32 -0.58
H 0.96 0.70 1.17 0.37
H 0.61 1.21 -0.62 -0.09
H 0.47 -0.65 -0.19 0.15
H -4.28 0.30 1.83 0.06
H -2.40 0.43 3.06 0.53
H -0.54 0.25 2.92 0.21
H -1.45 -1.94 3.62 0.41
H -3.52 -2.38 1.13 0.08
H -3.23 -3.37 2.72 0.38
H -3.93 -1.59 2.90 0.29
H 0.53 -2.11 1.90 0.23
H -0.76 -2.62 0.49 0.07
H -0.56 -3.64 2.07 0.09
H -3.07 -1.93 -2.79 0.32
H -2.09 -0.78 -3.53 0.23
C 0.38 -7.62 -1.50 -0.69
O 1.72 -7.42 -1.07 -0.38
C 2.02 -6.03 -0.89 -0.57
C 2.02 -5.65 0.59 -0.49
O 0.70 -5.71 1.14 -0.20
C 0.50 -6.89 1.93 -0.89
H 0.15 -8.69 -1.44 0.24
H -0.34 -7.08 -0.87 0.28
H 0.27 -7.30 -2.54 0.33
H 1.33 -5.40 -1.46 0.34
H 3.03 -5.87 -1.29 0.37
H 2.36 -4.61 0.69 0.37
H 2.72 -6.28 1.16 0.35
H 1.06 -6.80 2.87 0.32
H 0.82 -7.79 1.39 0.38
H -0.56 -6.97 2.15 0.23
C 0.89 4.66 1.25 -0.47
O 2.23 4.87 1.68 -0.38
C 2.54 6.25 1.86 -0.55
C 2.54 6.63 3.34 -0.49
O 1.22 6.57 3.89 -0.38
C 1.02 5.40 4.68 -0.73
H 0.67 3.60 1.32 -0.07
H 0.18 5.21 1.88 0.37
H 0.79 4.98 0.21 0.34
H 1.85 6.89 1.29 0.32
H 3.55 6.41 1.46 0.41
H 2.87 7.67 3.44 0.37
H 3.23 6.00 3.91 0.31
H 1.57 5.48 5.62 0.32
H 1.33 4.50 4.14 0.33
H -0.05 5.32 4.90 0.25
```

Calculated values
Total energy: -72682.949 eV
HOMO energy: -4.3 eV
Strongest force on any atom: 4.0 eV Å⁻¹
Kohn-Sham gap: 0.252 hartree
Total charge: -1